The following is a DFT calculation (ωB97M-V/def2-TZVPD) of an isolated molecule of C11H16NPSSi in a non-equilibrium geometry.

Structure (ORCA input):
```
! RIJCOSX wB97M-V def2-TZVPD def2/J DEFGRID3
* xyz 0 1
C -2.206 2.750 -0.498
C -1.843 2.496 1.079
P -0.113 1.774 1.419
C 1.206 2.325 0.163
C 0.950 1.860 -1.386
Si -0.122 -0.381 1.802
N 1.213 -0.696 3.018
C 0.649 -1.634 3.859
S 0.270 -2.779 5.072
C 0.268 -1.498 0.286
C -1.015 -2.252 -0.470
C -0.690 -3.259 -1.747
C 0.868 -3.514 -2.245
C 2.137 -2.754 -1.522
C 1.828 -1.747 -0.246
H -1.516 3.642 -0.870
H -2.115 1.782 -1.149
H -3.330 3.110 -0.563
H -2.639 1.723 1.499
H -1.986 3.473 1.747
H 1.380 3.499 0.295
H 2.238 1.831 0.503
H 0.478 0.793 -1.480
H 0.223 2.654 -1.871
H 1.998 1.966 -1.945
H -1.415 -0.817 2.335
H -2.116 -2.076 -0.076
H -1.605 -3.818 -2.258
H 1.049 -4.267 -3.140
H 3.225 -2.981 -1.924
H 2.732 -1.206 0.314
*
```

highest occupied orbital energy = -7.77 eV
energy above the lowest of the compared OMol25 structures with the same formula, charge and spin = 9.857 eV
LUMO level = -0.25 eV
Kohn-Sham gap = 0.2765 hartree

Mulliken atomic charge list, values in e, 6 entries:
1. C -0.84
2. C -0.52
3. P 0.05
4. C -0.57
5. C -0.73
6. Si 0.38

***

The following is a DFT calculation (ωB97M-V/def2-TZVPD) of a structure of composition C43H35AuCl2N3O2S2Sb.

Structure (ORCA input):
```
! RIJCOSX wB97M-V def2-TZVPD def2/J DEFGRID3
* xyz 0 1
Au -0.598 -0.678 0.622
S -1.912 -0.447 2.438
C -2.200 1.285 2.506
C -3.254 1.789 3.265
C -3.430 3.158 3.377
C -2.560 4.024 2.720
C -1.524 3.517 1.953
C -1.345 2.139 1.845
S 0.044 1.534 0.930
H -3.928 1.100 3.760
H -4.247 3.549 3.968
H -2.696 5.094 2.799
H -0.844 4.180 1.429
Cl -4.772 3.583 -0.934
C -3.196 3.659 -1.673
C -2.594 4.894 -1.804
C -1.342 4.987 -2.388
C -0.702 3.832 -2.801
C -1.308 2.595 -2.646
Cl -0.372 1.197 -3.081
C -2.593 2.464 -2.100
N -3.234 1.260 -1.884
C -3.205 0.115 -2.717
C -3.087 0.240 -4.097
C -3.032 -0.886 -4.899
C -3.114 -2.146 -4.322
C -3.272 -2.267 -2.949
C -3.321 -1.144 -2.126
C -3.515 -1.255 -0.627
C -2.872 -2.515 -0.080
O -3.431 -3.588 -0.154
O -1.641 -2.423 0.394
H -3.117 5.773 -1.453
H -0.859 5.948 -2.502
H 0.290 3.874 -3.233
H -4.023 1.317 -1.260
H -3.043 1.230 -4.536
H -2.939 -0.778 -5.972
H -3.079 -3.035 -4.940
H -3.364 -3.247 -2.498
H -4.581 -1.292 -0.387
H -3.088 -0.385 -0.141
N 3.314 -3.731 -3.248
C 2.471 -3.002 -2.475
C 1.086 -3.208 -2.496
C 0.272 -2.465 -1.677
N 0.746 -1.531 -0.828
C 2.070 -1.337 -0.816
C 2.956 -2.020 -1.605
H 2.954 -4.409 -3.893
H 4.281 -3.473 -3.325
H 0.642 -3.947 -3.150
H -0.795 -2.618 -1.682
H 2.431 -0.596 -0.125
H 4.013 -1.791 -1.547
C 6.398 -0.258 -3.556
C 5.169 -0.071 -4.179
C 4.145 0.584 -3.508
C 4.335 1.073 -2.215
C 5.573 0.889 -1.604
C 6.597 0.221 -2.268
Sb 2.671 2.094 -1.294
C 3.508 2.367 0.666
C 3.897 1.269 1.437
C 4.208 1.408 2.782
C 4.133 2.652 3.389
C 3.745 3.753 2.642
C 3.421 3.608 1.299
C 3.262 3.938 -2.241
C 2.809 4.071 -3.554
C 3.206 5.141 -4.345
C 4.055 6.107 -3.825
C 4.504 5.994 -2.517
C 4.117 4.913 -1.731
H 7.201 -0.763 -4.078
H 5.010 -0.435 -5.187
H 3.187 0.716 -4.003
H 5.748 1.276 -0.606
H 7.556 0.083 -1.783
H 3.956 0.279 1.006
H 4.493 0.538 3.360
H 4.367 2.761 4.440
H 3.676 4.728 3.109
H 3.057 4.471 0.759
H 2.141 3.324 -3.975
H 2.855 5.219 -5.366
H 4.373 6.940 -4.439
H 5.168 6.744 -2.106
H 4.514 4.834 -0.730
*
```

highest occupied orbital energy = -7.72 eV
energy above the lowest of the compared OMol25 structures with the same formula, charge and spin = 0.000 eV
LUMO level = -0.93 eV
Kohn-Sham gap = 0.2497 hartree

Mulliken atomic charge list, values in e, 6 entries:
1. Au 1.07
2. S -0.48
3. C 0.79
4. C -0.67
5. C -0.59
6. C -0.70

***

The following is a DFT calculation (ωB97M-V/def2-TZVPD) of the ion C11H22NO3 with charge +1.

Structure (ORCA input):
```
! RIJCOSX wB97M-V def2-TZVPD def2/J DEFGRID3
* xyz 1 1
C 4.319 1.760 0.780
C 3.184 1.430 -0.183
C 3.337 0.042 -0.812
C 3.037 -1.124 0.140
C 1.621 -1.692 0.009
C 0.547 -0.701 0.430
O -0.728 -1.404 0.460
C -1.826 -0.730 0.311
C -3.135 -1.356 0.793
C -4.070 -0.137 0.788
C -3.192 0.934 0.103
O -3.489 2.235 0.278
C -3.062 0.606 -1.416
N -2.189 -0.569 -1.443
O -1.857 0.586 0.570
H 4.357 1.052 1.604
H 4.185 2.756 1.194
H 5.274 1.731 0.263
H 3.180 2.174 -0.982
H 2.231 1.507 0.345
H 2.692 -0.036 -1.691
H 4.365 -0.045 -1.167
H 3.204 -0.812 1.170
H 3.728 -1.941 -0.068
H 1.446 -2.005 -1.022
H 1.529 -2.574 0.644
H 0.475 0.147 -0.254
H 0.737 -0.325 1.439
H -3.469 -2.179 0.167
H -2.969 -1.750 1.796
H -4.998 -0.299 0.247
H -4.315 0.183 1.800
H -3.562 2.473 1.213
H -4.038 0.412 -1.855
H -2.610 1.468 -1.905
H -2.626 -1.411 -1.812
H -1.312 -0.406 -1.936
*
```

highest occupied orbital energy = -13.74 eV
energy above the lowest of the compared OMol25 structures with the same formula, charge and spin = 0.545 eV
LUMO level = -2.83 eV
Kohn-Sham gap = 0.4009 hartree

Mulliken atomic charge list, values in e, 6 entries:
1. C -1.28
2. C -0.22
3. C -0.73
4. C -0.69
5. C -0.70
6. C -0.42

***

The following is a DFT calculation (ωB97M-V/def2-TZVPD) of an isolated molecule of C3H6O in a non-equilibrium geometry.

Structure (ORCA input):
```
! RIJCOSX wB97M-V def2-TZVPD def2/J DEFGRID3
* xyz 0 1
C 0.492 0.459 1.078
C 0.355 0.095 -0.357
C -0.709 -0.732 -0.884
O -0.801 0.665 -1.106
H 0.873 1.473 1.215
H 1.186 -0.227 1.569
H -0.479 0.382 1.573
H 1.096 0.345 -1.134
H -0.572 -1.343 -1.774
H -1.442 -1.118 -0.179
*
```

highest occupied orbital energy = -10.08 eV
energy above the lowest of the compared OMol25 structures with the same formula, charge and spin = 1.538 eV
LUMO level = 1.19 eV
Kohn-Sham gap = 0.4141 hartree

Mulliken atomic charge list, values in e, 6 entries:
1. C -1.08
2. C 0.28
3. C -0.46
4. O -0.42
5. H 0.27
6. H 0.28

***

The following is a DFT calculation (ωB97M-V/def2-TZVPD) of an isolated molecule of C3H3NO3 in a non-equilibrium geometry.

Structure (ORCA input):
```
! RIJCOSX wB97M-V def2-TZVPD def2/J DEFGRID3
* xyz 0 1
H -1.970 0.769 0.092
N -1.122 1.341 -0.061
C -0.095 0.597 0.188
C 1.378 0.983 -0.307
O 2.401 0.716 0.280
C -0.154 -0.896 0.300
O 0.883 -1.550 0.226
O -1.382 -1.402 0.119
H 1.320 1.813 -1.027
H -1.258 -2.371 0.190
*
```

highest occupied orbital energy = -10.02 eV
energy above the lowest of the compared OMol25 structures with the same formula, charge and spin = 2.128 eV
LUMO level = -0.89 eV
Kohn-Sham gap = 0.3355 hartree

Mulliken atomic charge list, values in e, 6 entries:
1. H 0.31
2. N -0.63
3. C 0.33
4. C 0.00
5. O -0.39
6. C 0.66

***

The following is a DFT calculation (ωB97M-V/def2-TZVPD) of a structure of composition C3H6BeO3 in a non-equilibrium geometry.

Structure (ORCA input):
```
! RIJCOSX wB97M-V def2-TZVPD def2/J DEFGRID3
* xyz 1 2
O 1.678 1.563 0.406
Be 0.195 1.552 -0.286
C -1.995 -0.164 0.021
O -0.659 0.289 -0.198
C 0.360 -0.713 -0.128
C 1.654 -0.020 -0.499
O 2.753 -0.530 -0.566
H -2.655 0.689 -0.164
H -2.220 -0.981 -0.675
H -2.105 -0.508 1.058
H 0.155 -1.512 -0.854
H 0.408 -1.120 0.896
H 2.432 1.455 0.989
*
```

highest occupied orbital energy (alpha / beta) = -12.00 / -15.44 eV
energy above the lowest of the compared OMol25 structures with the same formula, charge and spin = 0.467 eV
LUMO level (alpha / beta) = -5.61 / -6.13 eV
Kohn-Sham gap (alpha / beta) = 0.2349 / 0.3423 hartree

Mulliken atomic charge list, values in e, 6 entries:
1. O -0.39
2. Be 0.09
3. C -0.48
4. O 0.13
5. C -0.01
6. C 0.12